The following is a DFT calculation (wB97M-V/def2-TZVPD) of a cluster of 6 separate species, C10H26BO23P2S5 in total.

```
67
Properties=species:S:1:pos:R:3:forces:R:3
O 4.5880 -3.2981 -1.7859 1.761 2.331 -0.109
P 4.9688 -1.7661 -1.7797 -2.940 -3.540 0.318
B 3.3317 -0.7950 -2.1763 0.282 0.716 -0.213
P 1.8717 -1.7543 -1.3591 -0.358 -1.699 2.217
O 0.8877 -0.6312 -0.4199 -1.069 -1.210 -9.188
O 0.8787 -2.5372 -2.5578 -0.729 0.451 1.219
H 6.0445 -1.4659 -2.6849 0.004 0.210 0.697
H 5.3164 -1.3723 -0.4164 0.605 0.026 -0.916
H 3.4013 0.2560 -1.6006 0.168 0.090 0.387
H 3.1872 -0.5729 -3.3259 0.336 -0.308 -0.558
H 0.5386 0.0097 -1.1017 0.212 -0.560 0.913
H 0.2644 -3.1043 -2.0095 1.222 0.902 -0.947
C 2.0331 -1.7775 -6.9664 -0.276 0.083 -0.341
C 3.1618 -1.9600 -7.9722 -0.009 -0.583 0.236
O 3.9610 -0.7849 -7.8504 -0.351 0.458 0.356
S 3.9050 -0.2656 -6.3090 -0.089 -0.233 0.945
O 5.0715 -0.7526 -5.6304 -0.942 0.745 -0.677
O 3.5225 1.1173 -6.3109 0.616 -0.998 -0.156
O 2.6328 -1.1547 -5.8328 0.890 0.217 -0.559
H 1.2620 -1.1059 -7.3560 0.014 -0.071 -0.043
H 1.5765 -2.7271 -6.6817 0.166 0.169 0.226
H 2.7952 -2.0723 -8.9937 0.134 0.258 0.064
H 3.7854 -2.8212 -7.7131 -0.112 -0.006 -0.008
C 0.4947 -0.3969 4.7214 -0.349 -0.118 0.278
C 0.3411 -1.7605 4.0585 0.586 -0.122 0.204
O -0.2796 -1.4955 2.8008 -0.393 0.922 0.079
S 0.2097 -0.0408 2.2628 1.889 -0.586 -0.895
O 1.2813 -0.2420 1.3326 -0.599 2.038 7.092
O -0.9547 0.7432 1.9520 0.446 -0.455 0.140
O 0.8392 0.5006 3.6675 -0.370 -0.292 0.035
H -0.4513 -0.0626 5.1585 0.050 -0.100 0.081
H 1.2692 -0.3966 5.4903 -0.035 0.106 -0.210
H -0.2674 -2.4441 4.6514 -0.088 0.146 -0.262
H 1.3165 -2.2173 3.8643 -0.041 0.044 0.069
C -4.4839 1.9844 1.9582 0.575 -0.490 0.083
C -4.0057 1.8086 0.5245 0.583 0.548 0.132
O -5.1034 1.2054 -0.1622 -1.097 -0.050 0.672
S -6.4921 1.7301 0.4970 0.472 0.000 -0.208
O -6.9910 2.8120 -0.3050 0.029 -0.957 0.780
O -7.2879 0.5887 0.8472 0.401 0.982 -0.470
O -5.8592 2.3573 1.8558 -0.426 -0.033 -0.854
H -4.4265 1.0424 2.5114 0.078 0.054 -0.058
H -3.9193 2.7519 2.4900 -0.257 0.010 -0.102
H -3.1163 1.1804 0.4569 -0.224 -0.068 -0.070
H -3.8039 2.7760 0.0545 0.047 -0.058 0.085
C -3.8235 -2.3718 6.1925 -0.675 0.026 0.167
C -3.6922 -1.0952 7.0117 -0.007 0.300 -0.638
O -2.8121 -1.4310 8.0840 0.349 -0.900 -0.097
S -1.7457 -2.5425 7.5651 -0.123 -0.058 0.057
O -0.5343 -1.8654 7.1962 -0.827 -0.807 0.392
O -1.7725 -3.6541 8.4702 0.282 1.084 -0.668
O -2.5244 -2.9634 6.2027 0.610 0.534 0.607
H -4.5204 -3.0723 6.6621 0.013 0.076 -0.036
H -4.1441 -2.1737 5.1682 0.282 -0.097 0.065
H -4.6518 -0.7466 7.3956 0.210 -0.124 0.187
H -3.2234 -0.2978 6.4268 -0.102 -0.042 -0.023
C 2.2198 4.4544 -2.0940 0.340 0.173 -0.354
C 1.1028 4.6646 -3.1078 -0.239 0.278 0.364
O 0.8483 3.3725 -3.6531 0.395 -0.158 0.426
S 1.1258 2.2492 -2.5079 0.642 -0.720 -0.355
O -0.1329 1.9008 -1.9066 0.886 0.211 -0.354
O 2.0332 1.2753 -3.0375 -1.998 1.714 0.183
O 1.9356 3.2036 -1.4702 -0.774 -0.055 -0.400
H 3.1923 4.3750 -2.5892 -0.063 0.050 -0.005
H 2.2562 5.2517 -1.3493 -0.081 -0.256 0.070
H 1.3816 5.3666 -3.8950 -0.014 -0.282 -0.066
H 0.1868 5.0116 -2.6189 0.082 0.083 0.014
```
Positions in Å, forces in eV/Å.

Spin multiplicity: 1
Highest occupied orbital energy (eV): -2.83
Total charge: -1

---

The following is a DFT calculation (wB97M-V/def2-TZVPD) of a structure of composition C31H80O13Sr.

```
125
Properties=species:S:1:pos:R:3:forces:R:3
Sr 0.3195 0.3700 0.6495 -0.577 -0.155 -0.424
C -0.9565 0.4517 -2.0271 -0.380 -1.881 -1.856
O -0.8869 0.4078 -3.2548 0.111 -0.608 -2.358
O -0.8238 1.5018 -1.4106 1.070 5.315 3.237
O -1.1352 -0.5779 -1.2986 -0.403 -3.043 1.738
C -0.6778 -3.8862 -3.5169 0.199 -0.249 0.543
C -1.0382 -4.2064 -2.0594 0.446 -2.197 -1.493
C -0.5515 -5.6400 -1.6620 -0.776 0.242 0.401
O -0.4056 -3.2773 -1.2655 0.514 -0.126 1.480
H -1.0325 -4.6440 -4.2155 -0.162 0.142 -0.057
H 0.4121 -3.8766 -3.5326 0.111 0.021 -0.274
H -1.0192 -2.8828 -3.7713 -0.128 -0.031 -0.175
H -2.1223 -4.2239 -1.9477 -0.195 0.259 0.217
H -0.9771 -6.4386 -2.2695 0.121 0.296 -0.659
H -0.9696 -5.9293 -0.6978 0.156 0.383 0.455
H 0.5279 -5.7788 -1.6006 0.061 0.319 -0.217
H -0.7061 -2.3954 -1.4968 -0.295 1.322 -0.176
C 1.8923 1.7155 -5.3712 0.269 -0.460 -0.322
C 2.1500 0.2302 -5.0357 0.971 1.587 -0.368
C 3.6402 -0.1468 -5.1609 -0.930 0.219 -0.096
O 1.7118 0.0234 -3.7201 1.129 -0.868 0.147
H 0.8193 1.9056 -5.3967 0.002 0.054 0.168
H 2.2978 1.9558 -6.3541 0.036 0.082 -0.111
H 2.3689 2.3585 -4.6313 -0.031 -0.001 0.052
H 1.5850 -0.3278 -5.7824 -0.175 -0.543 0.205
H 3.9366 -0.0097 -6.2008 0.082 -0.235 -0.036
H 3.7567 -1.1858 -4.8526 0.232 -0.008 -0.080
H 4.2842 0.5015 -4.5667 -0.105 0.010 0.210
H 0.7587 0.1380 -3.7304 -1.540 0.172 0.529
C 2.8905 -2.7227 -1.6932 0.339 -0.353 -0.194
C 3.1987 -1.4875 -0.8782 1.771 0.198 -0.487
C 4.4387 -0.7414 -1.3932 0.653 -0.549 0.261
O 2.1992 -0.5213 -0.9585 -1.594 0.284 1.433
H 3.8065 -3.2682 -1.9203 0.244 0.151 -0.111
H 2.4488 -2.3867 -2.6314 -0.192 -0.276 -0.057
H 2.2755 -3.4702 -1.1921 -0.429 0.402 -0.018
H 3.3886 -1.7641 0.1589 -0.395 0.168 0.231
H 5.3407 -1.3526 -1.3621 0.018 -0.226 -0.223
H 4.6757 0.1161 -0.7634 -0.272 0.134 0.068
H 4.2738 -0.3823 -2.4091 0.005 -0.080 -0.032
H 2.1326 -0.2283 -1.8702 -0.169 0.194 -0.920
C 0.4274 4.7064 2.4856 1.263 0.841 0.734
C -0.1540 3.4797 3.1443 -0.915 0.513 -0.511
C -1.4407 3.8058 3.8756 0.190 0.560 0.050
O -0.4517 2.5821 2.0876 0.314 -1.212 0.447
H -0.1693 5.2274 1.7369 -0.519 -0.566 0.002
H 1.3826 4.4718 2.0159 -0.033 -0.063 -0.073
H 0.6411 5.4642 3.2394 0.125 0.124 0.179
H 0.5030 3.0064 3.8741 0.479 -0.080 -0.374
H -2.1136 4.2848 3.1644 -0.364 -0.256 -0.049
H -1.2474 4.5756 4.6227 -0.008 -0.158 0.291
H -1.8750 2.9172 4.3339 -0.147 0.125 -0.059
H -1.2585 2.9331 1.7035 -0.569 -0.044 -0.888
C -0.7154 -3.7250 2.1223 -0.616 -0.229 -0.281
C 0.6457 -3.0759 2.1202 0.303 -1.092 0.863
C 1.8115 -4.0527 1.9685 0.086 -0.125 0.949
O 0.6928 -2.1899 1.0651 0.413 1.504 -0.917
H -1.4739 -2.9617 1.9488 0.039 0.018 0.283
H -0.9789 -4.3028 3.0081 0.198 0.011 0.068
H -0.7993 -4.3626 1.2422 0.122 -0.279 0.002
H 0.8209 -2.4799 3.0159 -0.116 0.003 0.201
H 2.7253 -3.4588 1.9477 0.135 -0.125 -0.386
H 1.7292 -4.7333 1.1212 -0.068 0.339 -0.315
H 1.9177 -4.7044 2.8357 -0.183 -0.028 0.216
H 0.5668 -2.7172 0.2729 -0.315 -0.105 -0.910
C -3.4229 0.3082 3.2954 -0.484 0.255 -0.096
C -1.9962 -0.1828 3.4912 -0.654 0.285 0.511
C -2.0095 -1.4523 4.2718 -0.033 -0.172 1.137
O -1.5008 -0.4734 2.2353 1.395 0.499 -1.235
H -4.0276 0.4603 4.1894 0.354 0.201 0.245
H -3.9662 -0.4510 2.7327 0.031 -0.193 -0.112
H -3.4540 1.1933 2.6601 0.108 0.204 0.180
H -1.3491 0.5746 3.9335 0.018 0.100 0.074
H -1.0834 -2.0272 4.2787 0.136 0.289 -0.219
H -2.7878 -2.0766 3.8330 -0.101 -0.228 0.386
H -2.2147 -1.1710 5.3047 -0.399 -0.466 0.196
H -2.2042 -0.9319 1.7700 -0.498 -0.475 -0.960
C -4.2667 2.0051 -0.4694 -0.407 -0.438 -0.462
C -3.6995 3.3791 -0.3234 -0.882 1.125 0.487
C -4.4509 4.2214 0.7146 0.589 0.617 0.740
O -2.3595 3.2415 0.0510 0.472 0.956 1.279
H -5.2424 2.0373 -0.9542 -0.083 -0.199 0.039
H -4.3389 1.5087 0.4983 -0.161 0.116 0.119
H -3.5847 1.3858 -1.0520 -0.108 -0.007 -0.283
H -3.7458 4.0086 -1.2120 -0.049 -0.455 -0.666
H -4.0260 5.2160 0.8498 0.675 0.059 -0.299
H -4.3578 3.7892 1.7109 -0.349 -0.366 0.064
H -5.4796 4.5149 0.5053 -0.208 -0.874 -0.293
H -1.9371 2.6833 -0.6060 0.738 -0.675 -0.576
C 3.4790 3.1724 -1.5012 -0.522 0.536 -0.637
C 2.2673 3.5839 -0.6584 0.893 1.115 -0.684
C 1.3750 4.6616 -1.4186 0.382 -1.159 1.174
O 1.5145 2.4381 -0.2611 0.528 1.086 -0.140
H 3.9652 2.2541 -1.1721 -0.184 0.047 0.030
H 4.2027 3.9873 -1.5155 0.144 0.021 0.185
H 3.1408 3.0991 -2.5348 0.154 -0.547 -0.149
H 2.7256 4.0609 0.2078 -0.559 -0.049 0.501
H 1.9339 5.5495 -1.7141 0.226 -0.205 0.011
H 0.5830 4.9807 -0.7410 -0.082 0.017 -0.002
H 0.8976 4.2172 -2.2920 0.097 -0.090 -0.102
H 0.8446 2.4234 -0.9486 -1.155 -0.711 -0.487
C -5.2286 -2.8680 0.6091 0.986 0.604 -0.772
C -3.8591 -2.5470 -0.1447 -1.326 -0.661 0.501
C -4.1003 -2.4036 -1.6402 0.141 0.099 -0.225
O -3.2759 -1.3602 0.3649 -0.862 -0.104 1.017
H -5.7556 -3.6791 0.1066 0.225 -0.166 -0.049
H -5.8972 -2.0093 0.5482 0.112 0.205 0.017
H -5.1105 -3.1354 1.6592 0.248 0.036 -0.017
H -3.1889 -3.3754 0.0846 0.202 -0.213 -0.211
H -4.2228 -3.3515 -2.1641 -0.428 -0.139 0.270
H -3.2650 -1.9406 -2.1656 0.269 0.203 0.275
H -4.9598 -1.7524 -1.7994 -0.146 -0.109 -0.115
H -2.6805 -0.9960 -0.2942 0.851 0.320 -0.808
C 3.4601 2.1986 2.5660 0.033 0.089 0.037
C 3.2722 0.7352 2.1797 1.688 0.637 1.290
C 4.3375 -0.1717 2.8161 -0.325 -0.267 -0.846
O 1.9949 0.3536 2.6478 -0.756 -0.486 -0.477
H 3.3698 2.3772 3.6375 -0.193 -0.346 0.263
H 2.6487 2.7444 2.0846 0.315 0.298 -0.099
H 4.4523 2.5863 2.3351 -0.094 0.048 -0.501
H 3.3509 0.6971 1.0932 -0.581 -0.450 -0.074
H 4.0854 -1.2217 2.6675 -0.218 -0.070 -0.082
H 4.4167 -0.0269 3.8935 0.200 0.293 -0.012
H 5.2829 -0.0394 2.2899 0.205 0.233 0.381
H 2.0347 0.3821 3.6066 -0.179 -0.017 0.128
```
Positions in Å, forces in eV/Å.

Spin multiplicity: 1
Energy above the lowest of the compared OMol25 structures with the same formula, charge and spin (kcal per mole): 30.9
Highest occupied orbital energy (eV): -7.39
Total charge: 0

---

> What is the highest occupied orbital energy in the second record?

-7.39 eV